A 3-piece molecular cluster, CH8O2 overall, computed with ωB97M-V/def2-TZVPD.

Element x y z (Å)
H: -3.044 2.247 0.346
H: 3.922 -1.855 1.746
H: -2.526 1.201 -4.008
O: -2.983 0.746 -4.726
H: 3.123 -3.152 2.635
C: 3.284 -2.085 2.587
H: -3.910 0.898 -4.506
H: 3.780 -1.826 3.521
H: 2.347 -1.542 2.465
O: -2.428 2.696 -0.237
H: -1.564 2.672 0.179

Results
Total charge: 0
SMILES: C.O.O
F_max: 0.0083 hartree/bohr
Calculated total energy: -5261.558 eV
Energy relative to the best compared isomer or geometry (same formula, charge and spin): 4.2 kcal per mole
Highest occupied orbital energy: -0.42058 hartree
Gap between HOMO and LUMO: 0.4480 Ha

So, what does the natural (NBO) scheme give us? The charges, in e, come out as:
1. H 0.47
2. H 0.21
3. H 0.47
4. O -0.93
5. H 0.21
6. C -0.85
7. H 0.47
8. H 0.21
9. H 0.21
10. O -0.94
11. H 0.47